{"formula": "C5H11ClN2", "method": "wB97M-V/def2-TZVPD", "max_force_ev_per_a": 3.42, "e_homo_ev": [-9.7, -7.4], "de_lowest_kj_mol": 524.54, "symbols": ["C", "C", "C", "C", "C", "N", "N", "Cl", "H", "H", "H", "H", "H", "H", "H", "H", "H", "H", "H"], "xyz": [[0.085, -0.168, -1.618], [1.209, 0.698, 0.330], [-1.101, -0.540, 0.416], [-0.918, 1.737, -0.360], [-0.177, 0.406, -0.373], [0.300, -0.673, -2.631], [1.190, -2.538, -0.222], [0.347, -2.355, -3.484], [1.091, 0.398, 1.381], [1.381, 1.798, 0.192], [1.892, 0.130, -0.228], [-1.552, 0.002, 1.170], [-0.416, -1.313, 0.630], [-1.889, -0.909, -0.202], [-1.983, 1.641, -0.641], [-0.781, 2.049, 0.638], [-0.302, 2.351, -0.978], [1.964, -2.130, 0.360], [1.438, -3.575, -0.392]], "forces_ev_per_angstrom": [[0.03, -0.54, -1.92], [-2.19, 0.93, -0.11], [1.51, -0.33, -1.87], [0.01, -0.80, -1.45], [-0.92, 1.05, 2.63], [0.10, 3.26, 0.80], [0.99, -1.42, 0.24], [0.05, -3.15, -1.35], [0.50, 0.26, -0.31], [0.29, -1.13, 0.43], [1.57, -0.62, -0.08], [-0.54, 0.77, 2.11], [-0.15, -1.36, 1.19], [-0.46, -0.36, -0.60], [0.67, 0.33, -0.02], [-0.38, 0.72, 1.18], [-0.35, 1.18, -0.69], [-0.49, -0.76, -0.57], [-0.24, 1.98, 0.38]]}


{"formula": "C38H42Br2F5KN5OSSi", "method": "wB97M-V/def2-TZVPD", "max_force_ev_per_a": 0.23, "total_charge": -1, "e_homo_ev": -3.9, "de_lowest_kj_mol": 26.24, "symbols": ["K", "C", "C", "N", "C", "C", "C", "C", "N", "C", "C", "F", "C", "F", "C", "C", "F", "C", "F", "H", "H", "H", "H", "H", "H", "H", "H", "H", "H", "H", "H", "H", "H", "H", "Br", "C", "C", "C", "N", "C", "C", "C", "C", "C", "Br", "C", "C", "N", "H", "H", "H", "H", "H", "H", "C", "Si", "C", "C", "N", "C", "C", "C", "C", "C", "C", "F", "H", "H", "H", "H", "H", "H", "H", "H", "H", "H", "H", "H", "H", "C", "S", "O", "C", "C", "C", "C", "C", "C", "H", "H", "H", "H", "H", "H", "H", "H"], "xyz": [[0.071, -0.764, -0.003], [-4.188, -1.952, 1.438], [-3.285, -1.202, 2.417], [-2.276, -0.340, 1.811], [-1.235, 0.005, 2.780], [-1.677, 0.753, 4.038], [-2.788, 0.821, 1.099], [-3.385, 0.533, -0.279], [-2.448, -0.217, -1.083], [-2.912, -0.924, -2.101], [-2.040, -1.850, -2.754], [-0.772, -1.943, -2.288], [-2.412, -2.643, -3.803], [-1.509, -3.506, -4.316], [-3.686, -2.599, -4.358], [-4.551, -1.688, -3.783], [-5.798, -1.556, -4.296], [-4.201, -0.884, -2.721], [-5.109, 0.067, -2.345], [-4.553, -2.865, 1.912], [-3.644, -2.227, 0.535], [-5.058, -1.365, 1.147], [-2.736, -1.937, 3.012], [-3.918, -0.635, 3.122], [-0.492, 0.621, 2.268], [-0.709, -0.912, 3.057], [-0.795, 1.057, 4.605], [-2.297, 0.130, 4.685], [-2.248, 1.652, 3.790], [-1.937, 1.496, 0.943], [-3.537, 1.379, 1.692], [-3.633, 1.518, -0.710], [-4.341, 0.020, -0.157], [-3.981, -3.245, -5.169], [-2.698, 4.391, -1.941], [-1.872, 2.930, -2.830], [-2.621, 2.058, -3.591], [-1.939, 1.007, -4.196], [-0.637, 0.789, -4.057], [0.053, 1.637, -3.300], [-0.512, 2.745, -2.684], [1.510, 1.360, -3.134], [2.442, 2.310, -3.546], [3.778, 1.971, -3.464], [5.099, 3.166, -4.114], [4.155, 0.745, -2.954], [3.143, -0.111, -2.542], [1.847, 0.173, -2.630], [-3.691, 2.161, -3.697], [-2.481, 0.294, -4.807], [0.097, 3.414, -2.096], [2.120, 3.257, -3.956], [5.192, 0.453, -2.878], [3.389, -1.075, -2.116], [1.269, -5.473, 1.977], [0.416, -3.797, 2.174], [-1.109, -3.832, 1.072], [-0.207, -3.771, 3.968], [1.346, -2.473, 1.689], [2.612, -2.214, 2.068], [3.315, -2.793, 3.159], [4.623, -2.465, 3.480], [5.337, -1.530, 2.741], [4.695, -0.930, 1.660], [3.404, -1.276, 1.361], [2.827, -0.661, 0.274], [0.577, -6.286, 2.220], [2.147, -5.574, 2.618], [1.596, -5.608, 0.943], [-1.870, -4.529, 1.435], [-0.842, -4.131, 0.054], [-1.577, -2.845, 1.011], [-0.834, -4.646, 4.170], [-0.801, -2.879, 4.185], [0.625, -3.787, 4.676], [2.790, -3.519, 3.769], [5.092, -2.950, 4.329], [6.357, -1.273, 2.994], [5.193, -0.195, 1.036], [-0.191, 3.807, 1.676], [0.904, 2.602, 0.913], [1.709, 1.972, 1.989], [2.001, 3.734, 0.055], [1.565, 4.852, -0.642], [2.478, 5.595, -1.378], [3.813, 5.217, -1.415], [4.241, 4.100, -0.710], [3.336, 3.351, 0.027], [0.391, 4.552, 2.216], [-0.817, 3.235, 2.360], [-0.821, 4.256, 0.907], [0.524, 5.152, -0.624], [2.143, 6.468, -1.923], [4.520, 5.789, -2.001], [5.281, 3.803, -0.744], [3.646, 2.476, 0.585]], "forces_ev_per_angstrom": [[0.00, -0.09, -0.21], [0.01, 0.00, 0.02], [-0.02, 0.00, -0.05], [0.02, -0.04, 0.11], [0.00, 0.03, -0.03], [-0.01, 0.01, -0.04], [-0.01, 0.06, -0.06], [0.01, -0.02, -0.03], [0.01, -0.03, -0.04], [-0.07, 0.11, 0.09], [-0.07, -0.04, 0.05], [0.02, -0.08, -0.01], [0.08, 0.03, -0.02], [-0.01, 0.01, 0.00], [-0.04, 0.01, -0.04], [0.03, -0.01, 0.01], [0.01, 0.01, 0.00], [0.04, 0.01, 0.00], [-0.01, -0.02, -0.01], [-0.01, 0.00, -0.01], [0.01, 0.00, 0.01], [0.01, -0.01, 0.00], [0.01, 0.00, 0.01], [0.00, -0.01, 0.02], [0.06, 0.01, 0.01], [0.00, -0.01, 0.02], [-0.01, -0.01, 0.02], [0.00, 0.01, 0.01], [-0.01, 0.00, 0.01], [-0.01, 0.01, 0.01], [0.02, 0.01, 0.02], [0.00, 0.01, 0.01], [0.00, 0.03, -0.01], [0.00, 0.00, 0.00], [0.01, -0.03, -0.01], [-0.05, 0.06, 0.04], [0.03, 0.00, 0.01], [0.01, -0.01, -0.02], [0.02, -0.01, -0.01], [-0.03, 0.01, 0.06], [0.04, -0.05, 0.01], [0.01, 0.01, -0.11], [-0.02, -0.03, -0.01], [0.01, 0.03, -0.04], [-0.01, -0.02, 0.00], [0.00, -0.03, 0.01], [-0.04, -0.06, 0.05], [0.03, 0.11, 0.03], [0.00, 0.00, 0.00], [-0.01, 0.00, 0.00], [-0.02, 0.00, 0.01], [0.01, 0.00, 0.01], [0.00, 0.01, 0.00], [0.01, 0.01, 0.01], [-0.01, -0.01, -0.03], [-0.05, -0.05, 0.00], [-0.01, 0.03, -0.01], [0.01, 0.00, 0.01], [0.15, -0.03, 0.04], [-0.09, -0.01, -0.02], [0.03, 0.01, 0.00], [-0.01, 0.01, -0.01], [0.00, -0.03, 0.04], [0.01, 0.00, -0.05], [-0.01, 0.04, 0.04], [-0.04, 0.06, 0.02], [0.01, -0.01, 0.00], [0.00, 0.01, 0.01], [0.00, 0.00, 0.00], [0.01, -0.01, 0.00], [0.00, 0.01, 0.00], [0.02, -0.02, 0.02], [0.00, 0.00, 0.00], [0.00, 0.01, 0.00], [-0.01, 0.00, 0.01], [0.00, 0.00, 0.00], [0.00, 0.00, 0.00], [0.00, 0.01, -0.01], [0.00, 0.01, 0.01], [0.01, -0.02, 0.00], [-0.02, -0.04, -0.04], [-0.06, 0.05, 0.02], [0.04, -0.13, 0.00], [-0.01, 0.07, -0.03], [-0.01, -0.03, 0.02], [0.02, 0.00, 0.02], [-0.01, 0.05, -0.01], [0.00, 0.00, 0.00], [0.01, 0.00, 0.00], [0.00, 0.00, 0.00], [-0.01, 0.02, 0.02], [0.00, 0.00, 0.00], [0.00, 0.00, 0.00], [0.00, 0.00, 0.01], [0.00, 0.00, 0.00], [-0.01, -0.01, 0.00]]}


{"formula": "C35H35N2O5PS2SiW", "method": "wB97M-V/def2-TZVPD", "max_force_ev_per_a": 2.96, "total_charge": 3, "s2": 0.76, "e_homo_ev": [-16.4, -16.4], "de_lowest_kj_mol": 0.00, "multiplicity": 2, "symbols": ["W", "O", "C", "O", "C", "C", "C", "C", "C", "C", "N", "C", "C", "C", "C", "C", "C", "N", "H", "H", "H", "H", "H", "H", "H", "H", "H", "H", "C", "C", "O", "P", "S", "S", "O", "C", "C", "H", "H", "H", "H", "H", "H", "H", "H", "H", "H", "O", "Si", "C", "C", "C", "C", "C", "C", "C", "C", "C", "C", "C", "C", "C", "C", "C", "C", "C", "C", "H", "H", "H", "H", "H", "H", "H", "H", "H", "H", "H", "H", "H", "H", "H"], "xyz": [[-1.650, 0.104, -0.089], [1.763, -6.182, 4.166], [1.903, -4.890, 3.834], [2.861, -4.245, 4.205], [0.821, -4.261, 2.972], [0.642, -2.859, 3.177], [-0.262, -2.107, 2.412], [-0.973, -2.735, 1.380], [-0.682, -4.086, 1.147], [0.158, -4.843, 1.946], [-1.806, -2.004, 0.450], [-2.599, -2.687, -0.254], [-3.140, -2.030, -1.469], [-3.661, -2.742, -2.510], [-4.024, -2.107, -3.699], [-3.906, -0.700, -3.761], [-3.304, -0.036, -2.701], [-2.899, -0.708, -1.562], [0.911, -6.553, 3.999], [1.260, -2.374, 3.928], [-0.365, -1.049, 2.650], [-1.045, -4.675, 0.265], [0.358, -5.875, 1.697], [-2.822, -3.772, -0.083], [-3.781, -3.811, -2.465], [-4.476, -2.651, -4.519], [-4.213, -0.124, -4.641], [-3.232, 1.045, -2.739], [-4.886, 5.343, 2.384], [-4.692, 3.886, 2.707], [-4.058, 3.155, 1.558], [-2.578, 2.711, 1.424], [-2.263, 2.476, -0.586], [-2.140, 0.838, 2.128], [-1.698, 3.711, 2.213], [-0.313, 3.591, 2.673], [0.399, 4.766, 2.034], [-5.558, 5.750, 3.141], [-5.428, 5.484, 1.445], [-3.959, 5.940, 2.407], [-5.607, 3.316, 2.823], [-4.043, 3.728, 3.561], [0.076, 2.648, 2.341], [-0.329, 3.610, 3.771], [0.335, 4.626, 0.974], [1.430, 4.818, 2.355], [-0.145, 5.670, 2.336], [-0.043, 0.015, -0.630], [2.048, 0.052, -1.374], [1.770, 1.328, -2.657], [2.877, 2.224, -2.846], [2.851, 3.243, -3.784], [1.724, 3.387, -4.587], [0.611, 2.530, -4.450], [0.644, 1.521, -3.482], [2.697, 0.594, 0.211], [2.934, -0.307, 1.286], [3.691, 0.077, 2.378], [4.183, 1.370, 2.461], [3.836, 2.292, 1.483], [3.118, 1.937, 0.370], [2.094, -1.750, -1.753], [2.842, -2.608, -0.908], [2.828, -3.977, -1.108], [2.116, -4.484, -2.177], [1.450, -3.644, -3.056], [1.400, -2.279, -2.865], [3.779, 2.127, -2.247], [3.695, 3.882, -3.920], [1.644, 4.180, -5.343], [-0.217, 2.641, -5.146], [-0.218, 0.844, -3.403], [2.524, -1.319, 1.221], [3.906, -0.613, 3.172], [4.795, 1.728, 3.271], [4.205, 3.313, 1.546], [2.957, 2.650, -0.439], [3.438, -2.171, -0.135], [3.393, -4.633, -0.497], [2.120, -5.539, -2.389], [1.027, -4.065, -3.981], [0.898, -1.655, -3.651]], "forces_ev_per_angstrom": [[0.57, 1.20, -0.09], [1.24, 0.79, 0.13], [0.85, 0.17, 0.58], [-1.36, -0.74, -0.70], [0.87, 2.48, 1.36], [-0.38, -0.41, -0.45], [0.46, -0.38, 0.48], [1.01, -0.45, 0.37], [-0.81, -0.94, -1.43], [-0.28, -0.37, -0.47], [0.94, -0.10, 1.32], [-1.54, -1.10, -1.68], [0.42, -0.49, 0.47], [-0.47, -0.50, -0.89], [-0.26, 1.49, 0.35], [0.40, -0.69, -0.03], [-0.39, -0.72, 0.52], [-0.64, 1.22, -1.29], [-1.09, -0.33, -0.30], [-0.23, -0.07, -0.04], [-0.04, -0.24, -0.15], [0.11, 1.01, 0.74], [-0.15, -0.14, -0.14], [0.27, 1.17, -0.08], [-0.02, -0.20, 0.33], [0.16, -0.10, 0.01], [0.07, -0.31, 0.40], [0.32, -0.14, 0.28], [-0.13, 0.17, -0.02], [0.13, -0.08, -0.04], [1.02, -0.14, -0.25], [-0.63, 0.61, -0.03], [0.32, -0.93, 0.35], [0.03, -0.72, 0.00], [-0.91, -0.21, -0.18], [0.40, 0.69, 0.20], [-0.67, -0.15, 0.96], [0.11, 0.01, 0.17], [0.27, -0.09, -0.03], [-0.36, -0.41, -0.12], [-0.13, 0.24, 0.13], [-0.01, 0.03, 0.24], [0.25, -0.59, -0.16], [-0.16, 0.08, -0.39], [0.16, 0.20, -0.72], [0.23, 0.06, 0.06], [0.40, -0.06, -0.21], [-0.21, 0.16, 0.13], [-0.73, -0.45, -0.26], [0.71, 1.12, -0.52], [-0.50, -0.59, 0.22], [-0.92, -0.56, -0.27], [-0.91, 0.02, -0.28], [0.99, 0.01, 0.32], [-0.10, -0.19, -0.16], [0.51, 0.34, 0.98], [-0.24, 0.12, -0.63], [-0.12, 0.05, 0.12], [-0.41, 0.47, -0.36], [0.53, 0.80, 0.15], [-0.19, -0.86, -0.65], [-0.03, 0.32, 0.04], [-0.64, 0.28, -0.72], [-0.32, 0.51, -0.43], [-0.03, -0.07, -0.19], [-0.49, -0.34, -1.13], [0.11, 0.49, -0.21], [-0.09, -0.15, -0.11], [0.41, 0.33, 0.01], [0.31, -0.37, 0.38], [0.03, -0.05, 0.31], [0.30, 0.20, 0.01], [0.22, 0.45, 0.28], [0.03, -0.34, 0.17], [0.12, -0.29, 0.26], [-0.05, -0.15, 0.13], [-0.07, -0.06, 0.44], [0.29, -0.11, 0.17], [0.46, -0.41, 0.55], [0.07, -0.25, 0.04], [0.06, 0.15, 0.61], [0.55, -0.42, 1.04]]}